The following is a quantum chemistry calculation of a structure of composition C21H35BN5O2Ru in a non-equilibrium geometry, from the Open Molecules 2025 dataset.

XYZ file:
```
65
Properties=species:S:1:pos:R:3
Ru -1.3185 0.1437 -0.1787
C -2.5697 0.7059 3.9731
C -2.0899 0.2661 2.6329
N -1.8525 1.0626 1.6550
C -1.9589 2.5143 1.8044
C -1.1602 3.1236 0.6659
N -1.6211 2.4731 -0.5651
C -0.8981 2.8965 -1.7746
C -1.1453 1.8882 -2.9059
N -1.9965 0.7734 -2.4415
C -1.9377 -0.3823 -3.3551
C -0.8756 -1.3446 -2.8638
N -1.0929 -1.5241 -1.4310
C -0.9230 -2.6612 -0.8543
C -0.5096 -3.9200 -1.5379
C -1.2111 -2.6307 0.6122
C -1.2375 -3.7125 1.4725
C -1.5635 -3.4950 2.8062
C -1.8679 -2.2125 3.2418
C -1.8318 -1.1698 2.3324
N -1.5119 -1.3942 1.0480
H -3.3122 1.4968 3.8742
H -1.7331 1.1046 4.5539
H -3.0150 -0.1081 4.5370
H -1.5788 2.8472 2.7702
H -3.0156 2.7962 1.7464
H -0.1057 2.8719 0.7928
H -1.2548 4.2121 0.6424
H -2.6147 2.6604 -0.6770
H 0.1595 2.9184 -1.5119
H -1.1785 3.9086 -2.0752
H -0.1960 1.4533 -3.2182
H -1.5914 2.3636 -3.7819
H -2.9599 1.0849 -2.3822
H -1.7214 -0.0715 -4.3796
H -2.9144 -0.8665 -3.3608
H 0.1305 -0.9321 -2.9725
H -0.9354 -2.2844 -3.4111
H 0.3154 -3.7196 -2.2205
H -1.3342 -4.3425 -2.1169
H -0.1860 -4.6714 -0.8241
H -1.0078 -4.7065 1.1191
H -1.5812 -4.3225 3.5018
H -2.1202 -2.0313 4.2758
C 3.7884 -0.7213 -1.3339
C 2.8393 0.3097 -0.7602
C 3.1040 1.6763 -1.3687
O 1.4715 -0.0633 -1.1532
B 0.6593 0.2104 -0.0844
O 1.3296 0.5629 1.0514
C 2.7580 0.3255 0.8034
C 3.5455 1.4361 1.4664
C 3.0810 -1.0148 1.4429
H 3.7720 -0.6705 -2.4224
H 3.5235 -1.7318 -1.0296
H 4.8112 -0.5228 -1.0103
H 2.9796 1.6162 -2.4500
H 4.1190 2.0156 -1.1656
H 2.4142 2.4279 -0.9789
H 3.2167 2.4199 1.1384
H 4.6094 1.3369 1.2460
H 3.4238 1.3744 2.5474
H 2.5084 -1.8246 0.9853
H 2.8296 -0.9704 2.5022
H 4.1402 -1.2545 1.3554
```

Results
* net charge: +2
* maximum force: 3.0 eV/Å
* multiplicity: 2
* frontier orbital gap (alpha / beta): 6.9 / 7.3 eV
* energy relative to the best compared isomer or geometry (same formula, charge and spin): 63.73 kJ/mol